Entry from OMol25: a molecular structure, C26H23ClF5N5O5RuSTe (the ωB97M-V functional and the def2-TZVPD basis).

Each line ends with the Mulliken spin population.
Geometry (Å):
Ru1 -0.72 0.21 -0.06  0.16
O1 -0.58 -2.50 5.32  0.00
C1 -1.16 -1.34 5.50  0.00
O2 -1.44 -0.92 6.60  0.00
C2 -1.43 -0.53 4.27  0.00
C3 -1.96 0.75 4.28  0.00
Cl1 -2.40 1.72 5.60  0.00
N1 -2.01 1.20 3.00  0.00
N2 -1.53 0.27 2.17  0.00
C4 -1.19 -0.78 2.90  0.00
C5 -0.58 -1.97 2.21  0.00
O3 -0.21 -2.94 2.91  0.00
O4 -0.41 -1.87 0.97  -0.02
C6 -2.39 2.50 2.54  0.00
C7 -3.52 3.12 3.04  0.00
C8 -3.84 4.40 2.63  0.00
C9 -3.04 5.05 1.70  0.00
C10 -1.93 4.41 1.18  0.01
C11 -1.59 3.14 1.60  0.00
H1 -0.44 -2.73 4.33  0.00
H2 -4.17 2.59 3.72  0.00
H3 -4.71 4.89 3.04  0.00
H4 -3.29 6.06 1.38  0.00
H5 -1.30 4.90 0.45  0.00
H6 -0.71 2.65 1.21  0.01
N3 2.35 -1.26 2.59  0.00
C12 2.10 -0.71 1.39  0.00
S1 1.53 0.89 1.29  0.01
N4 2.41 -1.37 0.26  0.00
C13 3.24 -2.48 0.06  0.00
C14 4.16 -2.94 1.01  0.00
C15 5.01 -3.99 0.70  0.00
C16 4.98 -4.58 -0.55  0.00
C17 4.08 -4.12 -1.50  0.00
C18 3.22 -3.08 -1.20  0.00
H7 2.02 -0.71 3.37  0.00
H8 2.16 -2.25 2.68  0.00
H9 1.89 -1.02 -0.56  -0.01
H10 4.24 -2.47 1.97  0.00
H11 5.71 -4.34 1.44  0.00
H12 5.66 -5.39 -0.79  0.00
H13 4.06 -4.56 -2.49  0.00
H14 2.53 -2.72 -1.94  0.00
C19 0.64 2.64 -2.17  0.04
C20 0.44 1.65 -3.29  0.05
C21 0.42 2.04 -4.61  -0.01
C22 0.32 1.10 -5.63  0.03
C23 0.18 -0.24 -5.30  -0.01
C24 0.18 -0.68 -3.99  0.04
C25 -0.05 -2.11 -3.64  0.01
C26 0.35 0.27 -2.94  -0.11
N5 0.37 -0.09 -1.65  0.79
H15 0.81 3.64 -2.59  0.00
H16 1.52 2.35 -1.59  0.00
H17 -1.23 3.09 -1.61  0.00
H18 0.50 3.09 -4.85  0.00
H19 0.33 1.42 -6.67  0.00
H20 0.05 -0.97 -6.09  0.00
H21 0.09 -2.75 -4.51  0.00
H22 -1.06 -2.24 -3.25  0.00
H23 0.63 -2.43 -2.85  0.01
F1 -2.99 1.18 -0.31  0.01
Te1 -2.59 0.50 -2.18  0.00
F2 -4.48 0.28 -2.11  0.00
F3 -2.59 -1.12 -1.02  0.00
F4 -2.95 -0.92 -3.59  0.00
F5 -3.31 2.45 -2.57  0.00
O5 -0.42 2.69 -1.21  0.01

- 2S+1 = 2
- relative energy (zero: lowest compared OMol25 entry of this formula, charge and spin) (kcal/mol) = 5.96
- ⟨S²⟩ = 1.006
- highest occupied orbital energy (alpha / beta) (Eh) = -0.1882 / -0.1832
- total charge = -1

=====

Entry from OMol25: 2 unconnected molecules or ions with the total composition C5H8O2 (the ωB97M-V functional and the def2-TZVPD basis).

Each line ends with the natural charge from an NBO analysis.
Geometry (Å):
C1 -2.40 0.26 0.09  -0.50
C2 -1.16 0.72 0.10  0.13
O1 -0.42 0.80 1.24  -0.52
C3 0.99 0.67 1.09  0.05
C4 1.62 -0.59 0.59  -0.30
C5 1.65 0.45 -0.19  0.29
O2 1.96 1.04 -1.35  -0.64
H1 -2.87 -0.13 0.99  0.21
H2 -2.99 0.29 -0.82  0.21
H3 -0.67 1.11 -0.80  0.17
H4 1.44 1.26 1.90  0.18
H5 1.83 -1.62 0.81  0.23
H6 2.36 0.38 -1.93  0.49
H7 -0.82 -2.01 -0.73  0.01
H8 -0.52 -2.65 -0.99  -0.02

- 2S+1 = 1
- relative energy (zero: lowest compared OMol25 entry of this formula, charge and spin) (kcal/mol) = 108.55
- highest occupied orbital energy (Eh) = -0.3213
- SMILES = C=CO[C@H]1C=C1O.[H][H]

=====

Entry from OMol25: 12 unconnected molecules or ions with the total composition C42H38F11N3O33S (the ωB97M-V functional and the def2-TZVPD basis).

Each line ends with the Mulliken charge.
Geometry (Å):
S1 1.52 -1.79 -1.91  -0.48
C1 0.79 -1.25 -3.17  0.66
N1 0.21 -0.84 -4.14  -0.58
C2 -0.99 -0.08 -3.93  0.21
C3 -0.93 1.26 -3.76  -0.56
C4 -2.07 1.99 -3.40  -0.51
C5 -3.26 1.36 -3.21  -0.97
C6 -3.35 -0.03 -3.43  0.83
N2 -4.55 -0.64 -3.25  -0.62
C7 -4.57 -1.93 -3.46  -0.72
C8 -3.43 -2.64 -3.87  -0.14
N3 -2.27 -2.09 -4.05  -0.42
C9 -2.21 -0.76 -3.82  0.48
H1 0.00 1.78 -3.84  0.48
H2 -1.93 3.04 -3.25  0.64
H3 -4.14 1.90 -2.89  0.48
H4 -5.50 -2.46 -3.32  0.52
H5 -3.53 -3.71 -4.03  0.58
O1 -1.37 4.61 -1.62  -0.58
C10 -1.45 4.08 -0.55  0.58
O2 -2.48 3.31 -0.15  -0.37
C11 -2.13 2.71 1.11  -0.01
C12 -1.07 3.66 1.63  0.17
F1 -0.11 3.03 2.33  -0.36
O3 -0.51 4.17 0.42  -0.25
H6 -1.71 1.72 0.93  0.30
H7 -3.00 2.63 1.75  0.04
H8 -1.45 4.50 2.22  0.49
O4 -3.91 -2.16 2.94  -0.53
C13 -4.20 -2.83 2.01  0.59
O5 -3.42 -3.78 1.47  -0.30
C14 -4.11 -4.38 0.36  0.33
C15 -5.13 -3.31 0.03  0.62
F2 -6.30 -3.83 -0.42  -0.29
O6 -5.34 -2.67 1.28  -0.37
H9 -4.59 -5.30 0.67  0.20
H10 -3.42 -4.53 -0.46  -0.28
H11 -4.79 -2.56 -0.68  0.17
O7 -2.27 -4.92 -2.16  -0.74
C16 -1.32 -5.21 -2.81  0.58
O8 -0.25 -4.44 -2.95  -0.06
C17 0.74 -5.15 -3.72  -0.33
C18 -0.12 -6.17 -4.44  0.27
F3 0.51 -7.35 -4.62  -0.27
O9 -1.21 -6.36 -3.53  -0.33
H12 1.44 -5.64 -3.04  0.20
H13 1.28 -4.47 -4.37  0.32
H14 -0.52 -5.83 -5.40  0.23
O10 4.67 -6.29 -4.18  -0.51
C19 4.46 -7.03 -3.28  0.56
O11 3.56 -6.81 -2.30  -0.27
C20 3.45 -8.00 -1.50  -0.09
C21 4.78 -8.67 -1.77  0.23
F4 4.69 -10.02 -1.77  -0.28
O12 5.08 -8.22 -3.08  -0.34
H15 2.63 -8.61 -1.87  0.05
H16 3.29 -7.75 -0.46  0.36
H17 5.58 -8.37 -1.10  0.28
O13 -2.95 3.14 3.07  -0.53
C22 -3.17 2.26 3.83  0.55
O14 -3.80 1.11 3.51  -0.27
C23 -3.71 0.21 4.63  -0.45
C24 -3.48 1.18 5.77  0.41
F5 -2.68 0.66 6.74  -0.34
O15 -2.81 2.25 5.14  -0.30
H18 -2.85 -0.45 4.49  0.29
H19 -4.61 -0.38 4.72  0.28
H20 -4.40 1.55 6.24  0.31
O16 -4.63 1.42 12.28  -0.49
C25 -4.03 1.85 11.36  0.62
O17 -2.72 1.59 11.10  -0.33
C26 -2.40 2.15 9.82  -0.17
C27 -3.46 3.22 9.67  0.26
F6 -3.84 3.38 8.38  -0.22
O18 -4.54 2.67 10.41  -0.31
H21 -2.50 1.39 9.05  0.14
H22 -1.39 2.55 9.82  0.29
H23 -3.20 4.19 10.08  0.22
O19 0.52 1.53 -1.24  -0.32
C28 1.57 1.98 -0.90  0.65
O20 2.01 2.05 0.37  -0.34
C29 3.31 2.65 0.37  -0.42
C30 3.30 3.38 -0.95  0.73
F7 4.54 3.43 -1.51  -0.24
O21 2.45 2.58 -1.74  -0.32
H24 4.08 1.87 0.39  0.18
H25 3.42 3.30 1.24  0.36
H26 2.89 4.39 -0.92  -0.12
O22 1.76 -9.88 0.30  -0.51
C31 0.69 -9.51 -0.05  0.69
O23 0.34 -9.28 -1.34  -0.32
C32 -1.06 -9.00 -1.40  -0.17
C33 -1.34 -8.52 0.02  0.43
F8 -2.57 -8.86 0.45  -0.29
O24 -0.36 -9.24 0.77  -0.35
H27 -1.61 -9.91 -1.62  0.29
H28 -1.28 -8.25 -2.15  -0.03
H29 -1.19 -7.45 0.17  0.29
O25 3.36 7.96 -0.83  -0.55
C34 2.70 7.72 -1.79  0.49
O26 2.34 8.61 -2.74  -0.35
C35 1.64 7.90 -3.77  -0.47
C36 1.16 6.66 -3.05  0.33
F9 1.15 5.57 -3.84  -0.29
O27 2.17 6.50 -2.05  -0.13
H30 2.34 7.64 -4.57  0.29
H31 0.84 8.51 -4.18  0.31
H32 0.19 6.76 -2.56  0.29
O28 8.95 -0.07 -4.35  -0.48
C37 8.40 0.75 -3.71  0.60
O29 7.98 1.96 -4.17  -0.34
C38 7.23 2.60 -3.14  -0.26
C39 7.75 1.92 -1.90  0.28
F10 6.80 1.80 -0.94  -0.20
O30 8.10 0.64 -2.38  -0.30
H33 6.17 2.41 -3.28  0.19
H34 7.41 3.67 -3.15  0.30
H35 8.63 2.38 -1.45  0.23
O31 0.22 5.61 3.60  -0.51
C40 0.61 6.57 3.04  0.71
O32 1.91 6.95 2.96  -0.34
C41 1.99 8.07 2.06  0.07
C42 0.59 8.62 2.11  0.28
F11 0.20 9.15 0.92  -0.27
O33 -0.18 7.47 2.38  -0.28
H36 2.24 7.72 1.06  -0.13
H37 2.76 8.77 2.39  0.29
H38 0.41 9.36 2.90  0.24

- 2S+1 = 1
- highest occupied orbital energy (Eh) = -0.3230
- SMILES = S=C=Nc1cccc2nccnc12.O=C1OC[C@@H](F)O1.O=C1OC[C@@H](F)O1.O=C1OC[C@@H](F)O1.O=C1OC[C@@H](F)O1.O=C1OC[C@@H](F)O1.O=C1OC[C@@H](F)O1.O=C1OC[C@@H](F)O1.O=C1OC[C@@H](F)O1.O=C1OC[C@@H](F)O1.O=C1OC[C@@H](F)O1.O=C1OC[C@@H](F)O1

=====

Entry from OMol25: a molecular structure, C14H21HfNP (the ωB97M-V functional and the def2-TZVPD basis).

Each line ends with the natural charge from an NBO analysis.
Geometry (Å):
C1 -0.47 -0.52 -1.43  -0.39
C2 -1.12 -1.40 -2.36  -0.26
C3 -0.64 -2.73 -2.19  -0.27
C4 0.31 -2.69 -1.13  -0.25
C5 0.41 -1.34 -0.61  -0.52
Hf1 -0.07 0.53 1.17  1.25
P1 -0.37 3.00 0.78  0.00
H1 -0.55 0.61 -1.35  0.19
H2 -1.85 -1.08 -3.11  0.22
H3 -0.88 -3.59 -2.83  0.23
H4 1.34 -0.97 -0.07  0.21
H5 0.90 -3.52 -0.76  0.21
H6 -1.31 3.71 1.58  0.05
H7 -0.87 3.35 -0.51  0.06
H8 0.71 3.92 0.85  0.06
C6 -0.86 0.44 4.84  -0.44
N1 -0.56 -0.92 4.33  -0.36
C7 -1.74 -1.81 4.33  -0.42
C8 -0.05 -0.86 2.87  -0.37
C9 1.35 -0.14 2.81  -0.19
C10 2.19 -0.34 3.94  -0.20
C11 3.30 0.48 4.10  -0.17
C12 3.74 1.32 3.08  -0.18
C13 3.05 1.40 1.88  -0.18
C14 1.86 0.69 1.74  -0.40
H9 -1.53 0.94 4.14  0.26
H10 0.08 1.00 4.93  0.24
H11 -1.33 0.34 5.81  0.23
H12 0.16 -1.35 4.93  0.44
H13 -2.42 -1.47 3.55  0.24
H14 -1.39 -2.82 4.10  0.24
H15 -2.21 -1.77 5.31  0.24
H16 0.00 -1.90 2.55  0.25
H17 -1.06 -0.39 2.40  0.07
H18 1.96 -1.10 4.70  0.20
H19 3.87 0.44 5.03  0.24
H20 4.64 1.92 3.22  0.24
H21 3.40 2.04 1.06  0.24

- 2S+1 = 1
- relative energy (zero: lowest compared OMol25 entry of this formula, charge and spin) (kcal/mol) = 138.53
- highest occupied orbital energy (alpha / beta) (Eh) = -0.3339 / -0.3346
- total charge = +1